1.
This record from OMol25 describes a single C23H39F8NO4 molecule. The level of theory is the ωB97M-V functional and the def2-TZVPD basis.

Geometry as XYZ:
```
75
Properties=species:S:1:pos:R:3:forces:R:3
F 0.631893 3.543269 0.992108 0.2 0.0 0.1
F 5.638770 -1.114434 1.658053 0.3 -0.1 -0.2
F 4.145855 0.990720 0.621714 0.0 -0.1 0.0
F 3.512364 -1.039770 0.142822 0.0 0.0 0.0
F 3.953623 -1.666478 2.891647 0.0 -0.2 0.0
F 2.211138 0.466067 2.954567 -0.2 0.0 0.0
F 4.841341 0.287990 3.087795 0.1 0.2 0.0
F 1.445045 -0.984075 1.511994 0.0 0.3 0.1
O -3.129979 -4.103993 0.964494 0.1 -0.1 0.0
O 0.066804 0.903566 0.603864 0.3 -0.2 0.0
O -1.450873 -1.078079 0.145856 0.0 0.1 0.1
O -2.695547 1.620691 0.477077 -0.1 0.1 -0.2
N -3.358427 4.694892 -0.667800 0.0 -0.7 -0.3
C 0.256768 1.507177 -1.820771 0.6 0.1 0.0
C 2.587460 3.185032 2.308911 0.0 0.3 0.2
C -5.412885 -4.765813 1.234485 0.0 0.0 0.0
C 1.280587 2.584955 1.797107 -0.1 -0.1 -0.1
C 2.947355 -3.386710 -2.663898 -0.1 0.0 0.0
C -0.625965 1.083239 -0.646947 -0.2 0.3 -0.2
C 1.164829 -0.136567 -3.615652 0.1 -0.1 0.0
C 4.526763 -0.673495 2.221656 -0.4 0.2 0.2
C -2.614470 2.053523 1.821026 0.0 -0.1 0.0
C 2.799246 -2.111054 -3.491032 -0.2 -0.1 0.2
C 1.361874 1.341583 0.885484 0.0 0.1 0.4
C -3.563126 3.568287 -1.229836 0.1 0.6 0.3
C -1.870394 -2.383698 -0.178420 0.0 0.1 0.1
C -2.084307 -3.155544 1.120156 -0.1 -0.1 -0.1
C -1.697885 2.163574 -0.382192 -0.2 -0.1 0.2
C 2.115468 0.179696 1.621205 0.0 -0.3 0.0
C -2.396247 2.700697 -1.633300 0.0 0.2 0.0
C -4.333451 -3.762064 1.632054 0.0 0.1 -0.1
C 2.747223 3.215878 3.843289 0.1 0.0 -0.1
C 1.336295 -1.657755 -3.645041 0.1 0.0 0.0
C 3.573285 -0.129049 1.131977 -0.3 0.2 -0.3
C -1.303510 -0.263066 -0.990253 0.1 -0.3 0.2
C 1.362874 0.500077 -2.219027 -0.3 -0.1 -0.2
H -1.221967 3.010749 0.108563 0.0 0.0 0.0
H 3.446596 2.692773 1.865016 0.0 0.0 -0.1
H -4.630672 -2.742901 1.353710 0.0 0.0 0.0
H -4.238133 5.156219 -0.445628 0.0 0.0 0.0
H -0.379652 1.675418 -2.688181 -0.1 0.0 0.1
H 2.948833 4.229899 4.189660 -0.1 0.0 0.0
H -1.700173 3.341654 -2.179993 0.0 -0.1 0.0
H -2.311943 -2.440838 1.916374 0.0 0.0 0.0
H 2.515643 -4.245504 -3.183179 0.0 0.0 0.0
H 1.856625 2.843707 4.348363 0.0 0.1 0.0
H -2.730870 1.894137 -2.289302 0.0 0.0 0.0
H -5.828314 -5.282183 2.101252 0.0 0.1 -0.1
H 2.327621 1.005735 -2.185671 0.1 -0.1 0.1
H 0.931972 -2.035934 -4.588398 0.0 -0.1 0.1
H -1.109481 -2.880773 -0.798183 -0.1 0.0 -0.1
H -0.706233 -0.801128 -1.735472 0.0 0.0 0.0
H -2.687291 3.143442 1.884334 0.0 0.0 0.0
H -4.164073 -3.773340 2.715485 0.0 0.0 0.0
H 2.600930 4.209565 1.930530 0.0 -0.1 0.0
H -2.816442 -2.371789 -0.738290 0.0 0.0 0.0
H 3.993328 -3.608018 -2.446056 0.0 0.0 -0.1
H -4.972630 -5.518541 0.580485 0.0 0.0 0.0
H 0.169311 0.113157 -3.993167 0.0 0.0 0.0
H -3.454551 1.601009 2.349479 0.0 0.1 0.0
H 0.699547 2.483867 -1.595183 -0.1 0.0 0.0
H -1.184487 -3.710874 1.393545 0.0 0.1 0.1
H 1.370663 -0.313199 -1.491263 0.2 0.0 0.2
H 3.229320 -2.271612 -4.482082 0.1 0.1 0.0
H 0.736703 -2.113010 -2.849240 0.0 0.1 0.0
H -6.229061 -4.284292 0.693944 0.0 -0.1 0.0
H 3.368572 -1.314441 -3.008050 0.1 0.0 0.0
H 2.424756 -3.281470 -1.709185 0.0 0.0 0.0
H -2.290542 -0.074477 -1.428234 0.0 0.1 -0.1
H 1.886445 0.289508 -4.319931 -0.1 0.1 0.0
H -4.571534 3.196498 -1.436015 0.1 -0.1 0.0
H 1.946842 1.629476 0.015501 0.0 -0.1 -0.3
H 0.592069 2.368197 2.618911 0.1 0.0 -0.1
H 3.586676 2.599129 4.164643 -0.1 0.0 0.0
H -1.685721 1.714464 2.286995 0.0 0.0 0.0
```
Forces are in eV/Å.

## Properties
Structure (SMILES)   [H]/N=C/C[C@@H](OC)[C@](CCCCCC)(COCCOCC)O[C@@H]([C@H](F)CC)C(F)(F)C(F)(F)C(F)(F)F
Orbital gap   10.1 eV
Charge   0
Spin multiplicity   1
LUMO   0.807 eV
HOMO energy   -9.272 eV

2.
This record from OMol25 describes a single C3H2N2O molecule. The level of theory is the ωB97M-V functional and the def2-TZVPD basis.

Geometry as XYZ:
```
8
Properties=species:S:1:pos:R:3:forces:R:3
O -2.805604 -1.665479 1.414684 -0.2 0.2 0.0
N -1.866638 -0.985750 1.024646 -1.8 -1.0 0.6
N -1.500800 -0.663831 -0.131827 0.0 0.0 -0.9
C -0.142327 -0.110790 0.215908 0.5 2.0 -2.9
C 0.337734 0.061931 1.715420 -2.7 -1.0 1.0
C -0.906192 -0.378816 1.779472 4.1 1.5 0.5
H 0.454446 -0.895036 -0.199802 0.9 -0.6 0.1
H 0.100769 0.814116 -0.438179 -0.8 -1.2 1.5
```
Forces are in eV/Å.

## Properties
Orbital gap   9.8 eV
Charge   0
Spin multiplicity   1
LUMO   -1.056 eV
HOMO energy   -10.821 eV
Relative energy (zero: lowest compared OMol25 entry of this formula, charge and spin)   725.7 kJ/mol

3.
This record from OMol25 describes a molecular structure, C37H86CuN5O9. The level of theory is the ωB97M-V functional and the def2-TZVPD basis.

Geometry as XYZ:
```
138
Properties=species:S:1:pos:R:3:forces:R:3
Cu 2.744180 -1.718041 -0.042595 -0.6 1.9 0.3
O 0.939504 -0.646264 -3.235563 0.3 0.2 -0.5
O -0.452227 2.020395 5.000723 -0.1 0.8 0.6
O 2.912202 3.660254 0.004652 -0.8 -0.1 -0.1
O -2.088394 -4.521679 0.938305 0.2 0.5 0.0
O -6.613373 0.458888 6.256777 0.8 -0.2 -0.1
O 2.141493 -0.210404 5.060023 0.7 0.6 0.1
O 1.332038 0.033691 -0.358519 0.8 -0.8 -0.1
O 7.412932 1.903626 -4.016922 0.0 0.0 0.6
O 4.720115 -0.714670 -1.033277 -1.7 -0.9 0.7
N 0.435998 0.167968 -4.281513 -1.0 1.3 0.5
N 4.306113 3.039716 -2.384670 -0.2 -0.5 -0.2
N -3.312791 -3.826454 1.136999 -0.7 -1.0 -0.6
N -3.771602 0.444342 5.160045 -0.3 0.8 -0.7
N 3.571782 -0.317974 1.672115 0.8 -0.8 -0.2
C -3.002192 -4.045254 3.561306 0.6 -1.1 -0.1
C 2.261386 3.358053 -1.227881 -0.8 -0.8 -0.1
C -2.914832 -2.111023 -0.737754 0.0 -0.9 0.2
C 0.945769 -0.399689 5.745548 -1.1 -1.5 0.1
C -1.679253 1.557007 4.503080 -0.2 0.5 -0.4
C 0.640681 1.220438 -6.502409 -1.0 -0.3 0.9
C -3.357571 -3.127046 2.399321 -0.3 0.9 0.9
C 1.234438 0.213189 -5.495308 0.6 -1.3 -0.9
C -4.031966 -4.356527 -1.126684 0.8 -1.2 1.0
C 4.971243 0.000204 1.263416 -1.5 -0.3 -0.2
C -1.660105 0.454762 -2.972529 0.9 -1.1 0.6
C 5.072196 0.369085 -0.198564 1.8 0.2 0.2
C 2.104436 -0.552593 3.683178 0.8 0.2 0.9
C -5.305608 -1.796736 1.461914 0.2 -0.3 -1.4
C -0.873380 1.059419 -6.626929 -0.1 0.4 -0.3
C 6.559173 2.841063 -3.377712 -0.1 0.2 -1.2
C 5.270203 2.145957 -3.038476 -0.2 1.0 1.1
C 3.048722 2.332497 -2.049068 0.2 2.2 0.2
C 2.647219 0.696024 -5.167685 -0.2 -0.3 0.3
C 4.454159 -0.391434 -2.384331 1.3 -0.6 -1.1
C -1.582009 1.102622 -5.276797 0.4 0.4 -1.0
C -4.770019 1.506414 5.003233 -0.2 -0.3 0.8
C -2.427265 0.841949 5.577222 -0.7 -2.2 1.1
C -3.793276 -3.226764 -0.122267 -1.2 1.2 0.2
C -2.410272 -1.925214 2.537376 0.7 0.5 -0.4
C -1.607343 -1.340501 -4.713500 1.2 -0.5 1.3
C -6.156322 0.853861 4.966896 0.5 0.3 0.3
C 1.398006 -1.183418 -6.179030 0.1 0.3 -0.4
C 0.418431 2.462517 3.974386 -1.1 -1.7 -0.6
C 0.287471 0.514223 0.419905 0.5 -0.1 -0.4
C -4.811803 -2.685090 2.597741 -0.6 0.9 0.1
C -5.192575 -2.608933 0.146117 -0.6 0.3 0.7
C -7.678752 -0.452053 6.161223 -0.2 -0.2 0.6
C -1.017650 0.053767 -4.302220 -1.9 0.5 -1.4
C 2.439693 2.842548 1.064728 1.4 0.7 0.8
C 8.721486 2.375138 -4.222748 0.1 -0.1 -0.6
C 3.494252 -0.179251 3.137318 -1.4 0.5 -0.2
H 4.640506 3.409966 -1.501133 0.4 0.0 -0.1
H -2.014040 -2.563408 -1.156343 -0.1 0.2 -0.4
H -2.382189 -5.420192 0.758725 0.1 0.0 0.2
H -2.302990 2.394986 4.160927 0.2 0.1 -0.1
H 2.966285 0.404488 1.278063 -0.2 -0.6 -0.1
H -2.344025 -1.575356 3.568812 -0.1 -0.2 0.1
H -4.748812 -0.862745 1.349378 0.3 -0.1 0.3
H -3.095862 -3.578060 4.540937 -0.1 0.4 -0.2
H 6.150175 0.519128 -0.358344 0.1 0.3 0.0
H 5.423569 1.258640 -2.407198 0.9 2.5 -0.4
H -0.000044 1.518719 0.065695 -0.4 -0.1 0.0
H 2.085422 4.300805 -1.741528 0.5 0.0 -0.3
H -3.580516 -4.972410 3.607969 -0.3 0.1 -0.3
H -1.398015 1.454621 -2.627450 0.0 0.2 -0.3
H 0.480059 -1.750820 -6.311775 -0.1 0.0 0.4
H -1.516171 2.108712 -4.849880 0.5 0.0 0.1
H 1.258104 2.948901 -1.055784 0.1 0.0 0.3
H -4.180542 -0.257944 5.759416 0.3 0.0 0.3
H -5.987157 -3.361375 0.190005 0.4 -0.4 0.2
H 6.323909 3.615825 -4.118525 0.1 0.4 0.3
H 1.753859 -1.048196 -7.204934 0.3 0.1 0.1
H 0.067324 -0.066164 5.181448 0.4 0.2 0.2
H -1.533161 0.898480 3.638549 0.0 -0.1 0.0
H -4.431865 -4.138598 -2.112552 0.3 0.5 0.0
H -1.405105 -2.181871 2.190601 0.0 -0.3 0.2
H -4.695619 2.214572 5.838439 -0.2 0.2 0.0
H 9.136395 2.944069 -3.385643 -0.1 -0.3 0.3
H 3.182489 1.409258 -1.473802 -0.6 0.6 0.0
H 0.876252 2.208024 -6.099964 0.0 0.2 -0.3
H -2.656409 1.037532 -5.468170 0.0 -0.7 0.3
H -6.340642 -1.450940 1.518711 -0.1 -0.3 0.5
H -2.371640 1.302718 6.571290 -0.2 0.8 -0.3
H -7.429033 -1.403117 5.675892 0.2 0.2 -0.4
H -1.458875 -1.676133 -5.736046 -0.2 0.5 -0.2
H 0.559360 0.674713 1.477897 -0.1 -0.2 0.1
H 8.807388 3.033288 -5.096500 -0.3 0.0 -0.1
H 0.877346 -0.032052 -2.480775 0.5 -0.5 0.5
H 5.308476 0.848841 1.865455 0.4 0.0 -0.1
H 7.063538 3.304249 -2.523791 -0.1 -0.1 0.2
H -1.272377 1.847091 -7.273800 0.1 0.1 0.0
H 1.893964 -1.623334 3.623193 -0.1 0.0 -0.5
H -3.580721 -1.644144 -1.461436 0.6 0.1 -0.4
H 3.262639 0.726302 -6.066627 -0.1 0.1 -0.1
H 5.552933 -0.901257 1.451344 0.3 0.2 0.1
H 0.758378 1.534105 3.486949 0.5 0.7 0.1
H -1.964700 -4.369759 3.446366 0.0 0.1 0.1
H -1.083259 0.138469 -7.178699 -0.1 -0.2 0.2
H 0.754382 -1.467987 5.943118 0.2 -0.2 -0.2
H 3.651908 0.326453 -2.556634 0.0 -1.0 0.2
H -2.733655 0.325650 -3.089729 -0.1 0.2 0.2
H -2.652309 -1.036217 1.955016 -0.4 -0.1 -0.1
H -3.091036 -4.912893 -1.165333 0.0 0.2 -0.8
H -1.046390 -2.061771 -4.106549 0.0 -0.1 0.0
H -1.994980 -0.144601 5.786483 0.6 0.2 -0.2
H -4.634190 2.061518 4.074830 0.1 -0.1 -0.1
H 0.954601 0.031089 6.745042 0.3 0.6 -0.3
H -2.553221 -1.352518 -0.050425 -0.3 0.0 0.2
H -5.995414 -0.045127 4.362764 -0.5 0.1 -0.4
H 3.112732 0.002304 -4.468724 0.0 0.0 -0.1
H 5.359432 0.110085 -2.760378 -0.6 -2.1 -0.3
H 2.140235 -1.779028 -5.648033 -0.2 -0.1 0.1
H 3.096099 1.967325 1.100428 -0.7 -0.1 -0.1
H -0.600772 -0.128820 0.391843 -0.2 0.0 0.1
H 1.343369 0.072547 3.212091 0.0 -0.7 -0.4
H -1.294171 -0.228187 -2.198322 -0.4 0.0 0.1
H -0.189140 2.898949 3.173135 0.4 0.9 0.2
H 1.241180 3.021874 4.401212 -0.1 0.3 -0.2
H -2.638944 -1.475231 -4.389521 -0.1 0.3 -0.3
H 4.356226 -1.286580 -2.991787 -0.5 -0.4 0.5
H 1.037351 1.068294 -7.504332 0.6 0.2 0.2
H -6.908356 1.541902 4.575017 0.1 -0.1 -0.5
H -4.929522 -2.130101 3.533056 0.4 -0.1 0.1
H -5.452287 -3.564483 2.698776 0.0 -0.1 -0.2
H 4.762904 1.806568 -3.944389 0.3 -0.2 -0.1
H -4.702578 -5.096550 -0.677731 -0.3 0.3 0.1
H 3.616290 0.898146 3.299402 0.1 0.0 0.6
H -7.943654 -0.754446 7.175195 -0.2 0.4 0.0
H 1.368616 2.651510 1.080514 0.2 -0.2 -0.4
H -8.532477 0.019703 5.666617 -0.1 -0.2 0.0
H -5.532281 -2.002197 -0.697689 0.5 0.1 -0.1
H 2.675605 3.363444 1.997780 0.0 0.2 0.0
H 2.607750 1.679043 -4.700131 0.1 0.0 -0.3
H 2.518597 2.121469 -2.977026 -0.1 -0.1 0.3
H 4.623774 1.337878 -0.433877 -0.4 -0.4 0.1
H 9.312674 1.485579 -4.434609 0.2 0.1 0.2
H 4.262256 -0.695844 3.708932 0.1 -0.2 -0.4
```
Forces are in eV/Å.

## Properties
Orbital gap   7.5 eV
Charge   0
Spin multiplicity   1
LUMO   -0.324 eV
HOMO energy   -7.792 eV
Relative energy (zero: lowest compared OMol25 entry of this formula, charge and spin)   342.8 kJ/mol

4.
This record from OMol25 describes a single C10H14I2O molecule. The level of theory is the ωB97M-V functional and the def2-TZVPD basis.

Geometry as XYZ:
```
27
Properties=species:S:1:pos:R:3:forces:R:3
I -2.233743 -2.898933 2.373602 0.0 0.3 -0.2
I -4.352942 -0.545112 0.974862 0.2 -0.1 0.0
O -1.553337 1.276916 2.809318 0.5 -0.2 -0.7
C -1.848345 -0.117802 -1.112749 -0.1 -0.1 -0.2
C -1.340147 1.199215 -0.511286 -0.1 0.0 -0.1
C 0.747086 1.774633 0.888703 -0.1 -0.1 0.0
C -1.425529 -1.188930 -0.100443 -0.1 -0.4 -0.2
C -1.249043 0.703067 1.838401 -2.2 -2.3 0.3
C 0.659070 -1.356545 1.497554 -0.1 0.1 -0.1
C -2.308685 -1.161672 1.124566 1.0 2.2 1.3
C -0.391227 0.790116 0.646358 0.7 0.3 -0.5
C 0.976839 -0.785843 -0.865724 -0.2 0.2 0.1
C -0.002891 -0.673825 0.302225 0.0 -0.1 0.3
H 1.394303 1.825458 0.017424 0.1 0.0 -0.1
H 0.105696 -1.197002 2.419281 0.0 -0.1 0.1
H 1.923899 -0.322096 -0.603297 0.2 0.0 0.0
H 1.658090 -0.949320 1.640335 0.1 0.0 0.0
H 0.754989 -2.426871 1.328171 0.0 -0.1 0.0
H 0.619178 -0.318603 -1.776025 0.0 0.1 -0.1
H 1.167882 -1.836324 -1.074857 0.0 -0.1 0.0
H 1.337373 1.482594 1.754294 0.1 0.0 0.1
H -2.922170 -0.104607 -1.283171 0.1 0.0 0.0
H -1.384081 -0.320466 -2.077302 0.0 0.0 0.0
H -2.164509 1.811698 -0.143019 0.0 0.1 -0.1
H -0.783336 1.790096 -1.238371 0.0 0.1 0.1
H 0.340266 2.765603 1.073571 0.0 0.1 0.0
H -1.378538 -2.184635 -0.551755 0.0 0.0 0.0
```
Forces are in eV/Å.

## Properties
Orbital gap   8.0 eV
Charge   0
Spin multiplicity   1
LUMO   0.229 eV
HOMO energy   -7.811 eV
Relative energy (zero: lowest compared OMol25 entry of this formula, charge and spin)   41.3 kJ/mol

> Among the records above, which one has the highest LUMO?

C23H39F8NO4

> What is the formula in the first record?

C23H39F8NO4

> Number 3 is which compound?

C37H86CuN5O9